Entry 1:
C6H6 | ωB97M-V/def2-TZVPD

Computed properties:
2S+1: 1
LUMO energy: 0.994 eV
Largest force on an atom: 0.71 eV/Å
Energy relative to the best compared isomer or geometry (same formula, charge and spin): 377.6 kJ/mol
SMILES: C#CC(C)C#C
Total charge: 0
DFT total energy: -232.0825 Ha
Frontier orbital gap: 10.94 eV

XYZ file:
```
12
Properties=species:S:1:pos:R:3:forces:R:3
C 0.574 0.681 -1.282 0.003 0.042 -0.060
C 0.333 -0.068 0.042 0.157 0.020 0.034
C -0.164 0.802 1.121 -0.245 0.409 0.530
C -0.525 1.495 2.039 0.153 -0.417 -0.538
C -0.462 -1.300 -0.090 -0.044 -0.595 0.038
C -0.909 -2.417 -0.123 0.230 0.478 -0.015
H -0.329 1.176 -1.652 0.096 -0.142 0.143
H 1.349 1.439 -1.124 -0.189 -0.109 -0.050
H 0.924 -0.025 -2.043 -0.068 0.124 0.145
H 1.311 -0.437 0.375 0.001 0.115 0.011
H -0.865 2.082 2.864 0.070 -0.061 -0.175
H -1.237 -3.430 -0.127 -0.163 0.138 -0.063
```
Forces are in eV/Å.

***

Entry 2:
C6H6 | ωB97M-V/def2-TZVPD

Computed properties:
2S+1: 1
LUMO energy: -0.954 eV
Largest force on an atom: 0.62 eV/Å
Energy relative to the best compared isomer or geometry (same formula, charge and spin): 591.8 kJ/mol
Total charge: 0
DFT total energy: -232.0009 Ha
Frontier orbital gap: 7.60 eV

XYZ file:
```
12
Properties=species:S:1:pos:R:3:forces:R:3
C -1.187 -1.496 -0.599 0.108 -0.033 -0.003
C -0.640 -0.364 0.181 -0.074 -0.040 -0.080
C 0.638 0.130 0.108 -0.025 -0.129 -0.193
C 1.639 -0.731 -0.450 -0.103 0.406 0.150
C 0.802 1.483 0.596 0.036 0.606 0.139
C 0.781 2.657 0.871 0.070 -0.483 -0.082
H -0.420 -1.925 -1.243 -0.126 -0.025 0.116
H -1.638 -2.263 0.039 0.074 0.090 -0.027
H -2.005 -1.077 -1.203 0.074 -0.117 0.061
H -1.346 0.179 0.813 0.064 -0.057 -0.127
H 2.630 -0.292 -0.213 -0.202 -0.077 0.014
H 0.746 3.699 1.098 0.103 -0.141 0.031
```
Forces are in eV/Å.

***

Entry 3:
C6H6 | ωB97M-V/def2-TZVPD

Computed properties:
2S+1: 1
LUMO energy: -1.084 eV
Largest force on an atom: 0.61 eV/Å
Energy relative to the best compared isomer or geometry (same formula, charge and spin): 521.2 kJ/mol
Total charge: 0
DFT total energy: -232.0278 Ha
Frontier orbital gap: 7.85 eV

XYZ file:
```
12
Properties=species:S:1:pos:R:3:forces:R:3
C -0.576 1.239 0.387 0.005 0.046 0.063
C 2.388 -1.260 2.632 -0.259 -0.100 -0.547
C 1.685 -1.160 1.564 0.169 0.122 0.426
C 0.851 -0.670 0.700 -0.132 0.135 -0.118
C 0.000 -0.077 -0.091 0.044 0.056 0.140
C -0.450 -0.605 -1.420 -0.015 -0.110 -0.145
H -1.630 1.113 0.662 0.156 -0.031 0.004
H -0.536 2.004 -0.398 0.127 -0.217 0.095
H -0.013 1.580 1.255 -0.197 0.165 -0.023
H -0.132 0.082 -2.212 0.003 -0.114 0.092
H -1.545 -0.649 -1.458 0.163 -0.042 0.066
H -0.043 -1.596 -1.619 -0.063 0.088 -0.051
```
Forces are in eV/Å.

***

Entry 4:
C6H6 | ωB97M-V/def2-TZVPD

Computed properties:
Expectation value of S²: 2.0274
2S+1: 3
LUMO energy (spin up / spin down): 0.837 / -2.853 eV
Largest force on an atom: 4.96 eV/Å
Energy relative to the best compared isomer or geometry (same formula, charge and spin): 306.1 kJ/mol
Total charge: 0
DFT total energy: -231.8771 Ha
Frontier orbital gap (spin up / spin down): 8.59 / 7.21 eV

XYZ file:
```
12
Properties=species:S:1:pos:R:3:forces:R:3
C -0.137 2.571 3.296 -0.699 0.411 1.816
C 0.528 1.817 2.487 -0.382 0.084 -1.260
C -0.638 -0.129 0.117 -2.367 -0.812 -0.828
C -0.086 0.423 -1.198 -0.125 0.737 1.000
C 1.071 1.647 1.314 1.340 -2.173 -3.954
C 0.760 0.264 0.010 1.186 1.777 4.479
H -1.540 0.457 0.449 1.646 -0.461 0.463
H -0.842 -1.210 0.098 0.050 0.490 0.088
H -0.024 -0.349 -1.925 0.515 0.084 -0.983
H -0.423 1.443 -1.432 0.263 -0.742 -0.240
H 1.971 2.150 0.951 -0.275 0.007 0.287
H 1.621 -0.408 0.269 -1.153 0.595 -0.868
```
Forces are in eV/Å.

***

Copy entry 2 word for word.
C6H6 | ωB97M-V/def2-TZVPD

Computed properties:
2S+1: 1
LUMO energy: -0.954 eV
Largest force on an atom: 0.62 eV/Å
Energy relative to the best compared isomer or geometry (same formula, charge and spin): 591.8 kJ/mol
Total charge: 0
DFT total energy: -232.0009 Ha
Frontier orbital gap: 7.60 eV

XYZ file:
```
12
Properties=species:S:1:pos:R:3:forces:R:3
C -1.187 -1.496 -0.599 0.108 -0.033 -0.003
C -0.640 -0.364 0.181 -0.074 -0.040 -0.080
C 0.638 0.130 0.108 -0.025 -0.129 -0.193
C 1.639 -0.731 -0.450 -0.103 0.406 0.150
C 0.802 1.483 0.596 0.036 0.606 0.139
C 0.781 2.657 0.871 0.070 -0.483 -0.082
H -0.420 -1.925 -1.243 -0.126 -0.025 0.116
H -1.638 -2.263 0.039 0.074 0.090 -0.027
H -2.005 -1.077 -1.203 0.074 -0.117 0.061
H -1.346 0.179 0.813 0.064 -0.057 -0.127
H 2.630 -0.292 -0.213 -0.202 -0.077 0.014
H 0.746 3.699 1.098 0.103 -0.141 0.031
```
Forces are in eV/Å.

***

Question: Which formula does entry 2 have?
Answer: C6H6